--- one ---
# C4H13NOS

2 unconnected molecules or ions with the total composition C4H13NOS (ωB97M-V/def2-TZVPD, OMol25).

The geometry in XYZ format:
```
20
Properties=species:S:1:pos:R:3:lowdin_charge:R:1
C -1.70 -1.73 -0.60 -0.277
C -2.69 -0.66 -0.17 -0.559
S -2.96 0.64 -1.43 0.691
C -0.26 -1.31 -0.35 -0.254
N -0.02 -0.96 1.05 -0.136
C 0.54 0.36 1.31 -0.134
H -1.82 -1.90 -1.67 0.092
H -1.94 -2.67 -0.10 0.106
H -3.66 -1.08 0.08 0.060
H -2.32 -0.15 0.72 0.057
H -2.13 1.55 -0.92 -0.172
H -0.06 -0.44 -0.98 0.104
H 0.43 -2.12 -0.62 0.112
H 0.54 -1.66 1.51 0.100
H 1.63 0.40 1.22 0.071
H 0.10 1.09 0.63 0.067
H 0.29 0.68 2.32 0.072
H 5.98 3.18 -0.23 0.030
H 4.62 3.13 -0.89 0.028
O 5.45 3.62 -0.90 -0.058
```

Properties
Orbital gap (eV): 9.287
Structure (SMILES): CNCCCS.O

***

--- two ---
# C4H13NOS

3 unconnected molecules or ions with the total composition C4H13NOS (ωB97M-V/def2-TZVPD, OMol25).

The geometry in XYZ format:
```
20
Properties=species:S:1:pos:R:3:lowdin_charge:R:1
C 1.05 1.28 -0.16 -0.255
C -0.42 1.38 -0.64 -0.573
S -1.59 1.41 0.80 0.582
C 1.32 -0.06 0.55 -0.251
N 0.44 -1.15 0.13 -0.173
C 0.63 -2.24 1.13 -0.103
H 1.10 2.05 0.61 0.059
H 1.66 1.49 -1.05 0.113
H -0.62 2.26 -1.26 0.064
H -0.66 0.49 -1.22 0.036
H -0.56 2.42 1.97 0.090
H 1.07 0.26 1.59 0.096
H 2.36 -0.41 0.46 0.123
H -0.52 -0.85 0.25 0.037
H 0.33 -1.90 2.11 0.074
H 0.02 -3.12 0.91 0.079
H 1.67 -2.51 1.09 0.075
H -0.76 -1.69 -2.73 0.026
H 0.26 -1.77 -1.61 0.008
O 0.16 -1.47 -2.55 -0.107
```

Properties
Orbital gap (eV): 8.850

***

Stability summary: most stable one, least stable two.

***

--- one ---
# C4H13NOS

2 unconnected molecules or ions with the total composition C4H13NOS (ωB97M-V/def2-TZVPD, OMol25).

The geometry in XYZ format:
```
20
Properties=species:S:1:pos:R:3:lowdin_charge:R:1
C -0.42 1.45 1.02 -0.131
N -0.47 0.31 0.12 -0.103
C 0.74 -0.48 0.00 -0.523
C 0.42 -1.69 -0.86 -0.534
S 1.89 -2.63 -1.40 0.696
C 1.24 -0.89 1.37 -0.083
H -0.69 1.15 2.04 0.075
H -1.17 2.18 0.73 0.078
H 0.56 1.93 1.03 0.075
H -0.81 0.60 -0.79 0.102
H 1.55 0.08 -0.52 0.130
H -0.14 -1.40 -1.74 0.065
H -0.19 -2.42 -0.31 0.079
H 2.47 -1.62 -2.07 -0.147
H 2.08 -1.57 1.28 0.059
H 0.42 -1.33 1.94 0.092
H 1.65 -0.04 1.91 0.070
H -5.03 5.95 0.89 0.036
H -5.41 4.57 0.31 0.028
O -4.65 5.13 0.53 -0.065
```

Properties
Orbital gap (eV): 9.726
Structure (SMILES): CN[C@@H](C)CS.O

***

--- two ---
# C4H13NOS

2 unconnected molecules or ions with the total composition C4H13NOS (ωB97M-V/def2-TZVPD, OMol25).

The geometry in XYZ format:
```
20
Properties=species:S:1:pos:R:3:lowdin_charge:R:1
C -0.10 2.62 0.92 -0.063
C 0.33 1.26 0.36 -0.466
C 1.11 1.41 -0.92 -0.270
C 1.78 0.14 -1.42 -0.520
S 0.72 -0.83 -2.58 0.678
N 1.14 0.54 1.40 0.027
H 0.29 2.80 1.93 0.075
H 0.36 3.44 0.38 0.074
H -1.17 2.72 0.98 0.071
H -0.58 0.69 0.19 0.124
H 1.84 2.19 -0.73 0.112
H 0.36 1.78 -1.62 0.105
H 1.99 -0.55 -0.61 0.050
H 2.64 0.39 -2.04 0.063
H 0.02 -1.51 -1.67 -0.173
H 1.10 -0.45 1.20 0.048
H 0.62 0.65 2.27 0.063
H -3.87 -5.11 1.00 0.028
H -4.35 -6.17 0.01 0.037
O -4.22 -6.01 0.96 -0.065
```

Properties
Orbital gap (eV): 9.574
Structure (SMILES): C[C@H](N)CCS.O

***

Stability summary: most stable one, least stable two.

***

--- one ---
# C3H6INO2

A single C3H6INO2 molecule (ωB97M-V/def2-TZVPD, OMol25).

The geometry in XYZ format:
```
13
Properties=species:S:1:pos:R:3:lowdin_charge:R:1
C -0.58 -1.80 0.33 -0.587
C 0.44 1.72 -0.56 -0.206
C 0.41 -0.78 0.05 -0.645
N -0.30 0.74 0.14 -0.149
O -1.88 -1.50 -0.01 0.087
O -0.37 -2.86 0.90 0.061
I 2.13 -0.89 1.26 0.946
H 1.50 1.43 -0.56 0.041
H 0.04 1.82 -1.63 0.097
H 0.10 2.66 -0.05 0.104
H 0.74 -0.95 -0.91 0.058
H -2.06 -0.57 -0.14 0.083
H -0.19 0.98 1.18 0.108
```

Properties
Orbital gap (eV): 9.952
Structure (SMILES): CN[C@@H](I)C(=O)O

***

--- two ---
# C3H6INO2

2 unconnected molecules or ions with the total composition C3H6INO2 (ωB97M-V/def2-TZVPD, OMol25).

The geometry in XYZ format:
```
13
Properties=species:S:1:pos:R:3:lowdin_charge:R:1
C 1.00 1.35 -0.40 -0.659
C -1.17 -1.64 0.24 -0.102
C 0.47 -0.07 -0.25 -0.769
N 0.10 2.15 0.17 0.171
O 2.02 1.66 -0.96 0.016
O -0.81 -0.27 -0.08 -0.238
I 1.48 -1.31 -1.67 0.907
H -1.10 -2.31 -0.64 0.052
H -2.20 -1.73 0.58 0.086
H -0.38 -2.01 1.00 0.090
H 1.16 -0.70 1.27 0.198
H -0.87 1.78 0.43 0.156
H 0.29 3.09 0.30 0.089
```

Properties
Orbital gap (eV): 8.915

***

Stability summary: most stable one, least stable two.

***

--- one ---
# C3H8OS

2 unconnected molecules or ions with the total composition C3H8OS (ωB97M-V/def2-TZVPD, OMol25).

The geometry in XYZ format:
```
13
Properties=species:S:1:pos:R:3:lowdin_charge:R:1
C -1.34 -1.34 -1.79 -0.510
S 0.46 -1.50 -1.93 0.640
H -1.95 -1.53 -2.66 0.018
H -1.73 -1.93 -0.96 0.026
H -1.58 -0.27 -1.53 0.031
H 0.42 -2.78 -2.07 -0.201
O 0.63 2.49 2.86 0.036
C 0.66 1.72 1.93 -0.332
C -0.51 0.86 1.48 -0.055
H 1.63 1.62 1.38 0.119
H -1.04 0.78 2.49 0.106
H -0.19 -0.14 1.18 0.058
H -1.06 1.20 0.62 0.065
```

Properties
Orbital gap (eV): 10.188
Structure (SMILES): CC=O.CS

***

--- two ---
# C3H8OS

2 unconnected molecules or ions with the total composition C3H8OS (ωB97M-V/def2-TZVPD, OMol25).

The geometry in XYZ format:
```
13
Properties=species:S:1:pos:R:3:lowdin_charge:R:1
C -1.41 -0.97 -0.32 -0.112
C -0.06 0.65 1.31 -0.432
C -1.21 0.27 0.55 -0.581
O 3.01 0.26 -0.56 -0.118
S -0.03 1.54 -0.28 0.927
H -0.40 -1.36 -0.43 0.067
H -1.98 -1.71 0.32 0.108
H -1.89 -0.77 -1.20 0.041
H -0.11 1.33 2.21 0.039
H 2.16 -0.14 -0.14 0.032
H -2.17 0.78 0.51 0.086
H 3.41 -0.40 -1.13 0.032
H 0.66 0.52 -0.84 -0.089
```

Properties
Orbital gap (eV): 8.198

***

Stability summary: most stable one, least stable two.

***

--- one ---
# C3H8OS

A single C3H8OS molecule (ωB97M-V/def2-TZVPD, OMol25).

The geometry in XYZ format:
```
13
Properties=species:S:1:pos:R:3:lowdin_charge:R:1
C -0.94 1.27 -0.11 -0.116
C -0.39 -0.08 -0.39 -0.789
C 1.10 -0.20 0.20 -0.264
H -0.67 2.19 -0.36 0.004
H -1.66 1.28 -1.12 0.134
H -1.70 1.28 0.85 0.135
H -0.35 -0.14 -1.35 -0.012
H -1.22 -1.58 1.25 -0.063
H 1.63 0.75 0.42 0.115
H 0.96 -0.49 1.26 0.097
H 2.32 -1.85 -0.03 0.153
O 2.26 -0.85 -0.42 -0.136
S -1.33 -1.58 -0.19 0.743
```

Properties
Orbital gap (eV): 10.099
Structure (SMILES): C[C@H](S)CO

***

--- two ---
# C3H8OS

2 unconnected molecules or ions with the total composition C3H8OS (ωB97M-V/def2-TZVPD, OMol25).

The geometry in XYZ format:
```
13
Properties=species:S:1:pos:R:3:lowdin_charge:R:1
O 1.99 3.25 -1.99 -0.050
C 1.42 3.46 -0.90 -0.107
H 1.89 3.05 0.01 0.074
H 0.59 4.20 -0.73 0.084
C -1.82 -2.37 0.73 -0.399
S -0.66 -2.10 -0.70 0.702
C 0.52 -0.91 -0.01 -0.494
H -1.71 -1.46 1.45 0.065
H -1.67 -3.30 1.28 0.018
H -2.82 -2.25 0.34 0.006
H 1.24 -0.48 -0.78 0.050
H -0.03 -0.06 0.29 -0.021
H 1.06 -1.06 1.01 0.075
```

Properties
Orbital gap (eV): 8.964
Structure (SMILES): C=O.CSC

***

Stability summary: most stable two, least stable one.

***

--- one ---
# C7H19NSSi

A single C7H19NSSi molecule (ωB97M-V/def2-TZVPD, OMol25).

The geometry in XYZ format:
```
29
Properties=species:S:1:pos:R:3:lowdin_charge:R:1
S 0.08 -1.05 1.25 0.888
N -0.65 -4.02 1.85 -0.018
C 1.01 -2.45 0.88 -0.545
C -0.60 -0.81 -0.37 -0.583
C 0.17 -3.73 0.72 -0.358
C -0.68 3.10 0.91 -0.176
C -0.24 2.83 -2.31 -0.187
C 1.74 1.71 -0.33 -0.188
C -1.21 0.56 -0.55 -0.343
Si -0.08 2.07 -0.57 0.523
H -0.16 -4.22 2.69 0.055
H -1.33 -3.28 2.03 0.057
H 1.70 -2.62 1.70 0.068
H 1.67 -2.21 0.02 0.084
H 0.14 -0.96 -1.14 0.074
H -1.39 -1.55 -0.59 0.083
H 0.85 -4.57 0.52 0.113
H -0.46 -3.65 -0.16 0.093
H -1.44 3.87 0.70 0.029
H -1.15 2.36 1.58 0.021
H 0.21 3.56 1.33 0.019
H 0.56 3.55 -2.43 0.016
H -1.19 3.35 -2.51 0.029
H -0.22 2.01 -3.06 0.035
H 2.28 2.47 -0.86 0.011
H 2.17 1.60 0.68 0.038
H 1.99 0.77 -0.82 0.021
H -1.84 0.59 -1.44 0.078
H -1.93 0.73 0.27 0.064
```

Properties
Orbital gap (eV): 9.394
Structure (SMILES): C[Si](C)(C)CCSCCN

***

--- two ---
# C7H19NSSi

A single C7H19NSSi molecule (ωB97M-V/def2-TZVPD, OMol25).

The geometry in XYZ format:
```
29
Properties=species:S:1:pos:R:3:lowdin_charge:R:1
C 0.88 -2.58 0.90 -0.155
C 3.65 1.22 -0.44 -0.111
C -2.46 -1.41 -0.37 -0.207
C -3.07 1.28 1.16 -0.208
C -1.40 1.22 -1.42 -0.201
C 1.53 -1.52 0.03 -0.424
C 2.09 1.23 -0.37 -0.378
N -0.36 0.36 1.37 -0.379
Si -1.67 0.34 0.26 0.291
S 1.47 0.05 0.96 1.004
H -0.10 -2.21 1.26 0.051
H 0.85 -3.65 0.77 0.079
H 1.49 -2.46 1.78 0.059
H 3.95 1.57 0.51 0.045
H 4.06 0.25 -0.65 0.063
H 3.99 2.06 -1.12 0.097
H -1.69 -2.04 -0.88 0.010
H -3.18 -1.80 0.32 -0.024
H -3.21 -0.95 -1.18 0.052
H -4.03 0.64 1.47 0.069
H -2.59 1.73 2.05 0.009
H -3.45 2.16 0.60 0.014
H -2.26 1.52 -1.91 -0.013
H -0.90 2.17 -1.00 0.036
H -0.50 0.79 -1.92 0.015
H 1.04 -1.25 -0.86 0.053
H 2.56 -1.75 -0.05 0.071
H 1.64 0.85 -1.18 0.005
H 1.66 2.17 -0.09 0.076
```

Properties
Orbital gap (eV): 8.682

***

Stability summary: most stable one, least stable two.

***

--- one ---
# C4H12NO3

2 unconnected molecules or ions with the total composition C4H12NO3 (ωB97M-V/def2-TZVPD, OMol25).

The geometry in XYZ format:
```
20
Properties=species:S:1:pos:R:3:lowdin_charge:R:1
O -1.71 0.99 -2.21 0.109
C -0.60 0.82 -1.90 -0.183
C -0.28 0.23 -0.47 -0.102
C 0.79 0.95 0.50 -0.360
C 1.48 -0.01 1.41 -0.073
O 0.09 1.85 1.37 -0.085
N -1.64 0.30 0.31 0.217
H 0.12 0.92 -2.67 0.128
H 0.03 -0.95 -0.68 0.157
H 1.54 1.66 0.02 0.170
H 2.53 0.18 1.81 0.116
H 0.85 -0.27 2.27 0.085
H 1.70 -1.07 0.93 0.122
H 0.54 1.89 2.25 0.134
H -1.88 -0.60 0.82 0.199
H -2.38 0.65 -0.31 0.141
H -1.54 1.04 1.01 0.130
H -0.39 -3.34 -1.11 0.065
H 0.61 -2.62 -2.06 0.004
O 0.17 -2.61 -1.29 0.028
```

Properties
Orbital gap (eV): 11.233
Total charge: +1

***

--- two ---
# C4H12NO3

2 unconnected molecules or ions with the total composition C4H12NO3 (ωB97M-V/def2-TZVPD, OMol25).

The geometry in XYZ format:
```
20
Properties=species:S:1:pos:R:3:lowdin_charge:R:1
C -1.03 0.88 -1.10 -0.101
C -0.96 -1.38 -0.26 -0.102
C -1.41 0.44 1.24 -0.095
C 2.18 0.04 0.09 -0.506
N -0.71 0.03 0.04 -0.363
O 2.11 1.17 0.71 0.263
O 2.25 0.02 -1.19 0.262
O 2.23 -1.05 0.75 0.267
H -0.76 1.91 -0.86 0.089
H -0.47 0.55 -1.97 0.079
H -2.09 0.85 -1.35 0.098
H -0.65 -1.99 0.58 0.084
H -2.02 -1.58 -0.46 0.098
H -0.39 -1.66 -1.15 0.084
H -1.16 -0.23 2.06 0.087
H -1.12 1.46 1.50 0.086
H -2.50 0.42 1.11 0.097
H 2.02 1.10 1.67 0.191
H 2.19 0.89 -1.63 0.191
H 2.28 -1.87 0.23 0.192
```

Properties
Orbital gap (eV): 8.887
Total charge: +1

***

--- three ---
# C4H12NO3

2 unconnected molecules or ions with the total composition C4H12NO3 (ωB97M-V/def2-TZVPD, OMol25).

The geometry in XYZ format:
```
20
Properties=species:S:1:pos:R:3:lowdin_charge:R:1
O -1.53 -0.28 -1.23 0.061
C -1.61 -0.41 -0.01 -0.134
C -0.52 0.13 0.90 -0.148
C 0.66 -0.90 1.17 -0.352
C 1.63 -0.53 2.41 -0.003
O 1.24 -0.96 -0.06 -0.023
N -0.04 1.36 0.12 0.183
H -2.46 -1.00 0.30 0.144
H -0.90 0.45 1.90 0.167
H 0.44 -1.93 1.35 0.136
H 1.25 -1.06 3.30 0.092
H 2.62 -0.82 2.35 0.040
H 1.68 0.61 2.61 0.108
H 2.11 -1.32 -0.23 0.129
H 0.94 1.63 -0.01 0.168
H -0.60 2.26 0.38 0.217
H -0.12 1.13 -0.95 0.132
H -0.19 0.27 -3.07 0.048
H 0.03 1.61 -3.36 0.024
O -0.41 1.11 -2.75 0.013
```

Properties
Orbital gap (eV): 10.874
Total charge: +1

***

Stability summary: most stable two, least stable three.

***

--- one ---
# C3H10O3

2 unconnected molecules or ions with the total composition C3H10O3 (ωB97M-V/def2-TZVPD, OMol25).

The geometry in XYZ format:
```
16
Properties=species:S:1:pos:R:3:lowdin_charge:R:1
C 0.26 -0.81 -0.04 -0.204
O 1.44 0.04 -0.49 -0.136
C -0.71 0.15 0.74 -0.128
C -1.77 -0.46 1.77 -0.274
O -1.52 -1.22 2.92 -0.088
H 0.63 -1.70 0.51 0.106
H -0.29 -1.28 -0.93 0.120
H 2.36 -0.26 -0.29 0.087
H -1.27 0.60 -0.07 0.099
H -0.04 0.91 1.15 0.103
H -2.51 -0.99 1.25 0.092
H -2.19 0.42 2.21 0.095
H -2.11 -0.69 3.57 0.127
H 1.33 1.40 -4.51 0.020
H 2.69 1.56 -4.37 0.009
O 1.92 2.01 -4.10 -0.030
```

Properties
Orbital gap (eV): 10.872
Structure (SMILES): OCCCO.O

***

--- two ---
# C3H10O3

3 unconnected molecules or ions with the total composition C3H10O3 (ωB97M-V/def2-TZVPD, OMol25).

The geometry in XYZ format:
```
16
Properties=species:S:1:pos:R:3:lowdin_charge:R:1
O -1.24 -1.83 -0.44 0.015
C -0.79 -1.09 0.41 -0.250
C 0.69 -0.95 0.61 -0.206
C 1.11 -0.05 1.75 -0.111
H -1.49 -0.51 1.04 0.131
H 1.05 -1.98 0.75 0.124
H 1.08 -0.53 -0.31 0.115
H 1.04 -0.53 2.72 0.071
H 2.16 0.22 1.65 0.072
H 0.55 0.88 1.77 0.060
H -0.78 -0.98 -2.23 -0.002
H -0.25 -0.68 -3.65 0.034
O -0.30 -0.33 -2.76 -0.064
H -0.64 3.50 -0.29 0.034
H -1.39 2.29 -0.86 0.037
O -0.79 2.56 -0.16 -0.059
```

Properties
Orbital gap (eV): 10.712
Structure (SMILES): CCC=O.O.O

***

--- three ---
# C3H10O3

3 unconnected molecules or ions with the total composition C3H10O3 (ωB97M-V/def2-TZVPD, OMol25).

The geometry in XYZ format:
```
16
Properties=species:S:1:pos:R:3:lowdin_charge:R:1
C -2.29 -0.77 0.42 -0.192
O -2.67 0.60 0.95 -0.122
C -0.89 -0.69 -0.08 -0.135
C -0.20 -1.81 -0.66 0.004
H -2.35 -1.44 1.29 0.114
H -3.11 -0.96 -0.24 0.111
H -2.15 0.85 1.72 0.059
H -0.27 0.10 0.20 0.058
H 1.05 -1.78 -0.69 0.086
H -0.66 -2.77 -0.37 0.045
H 1.31 3.31 0.14 0.080
H 2.28 2.54 0.96 0.042
O 1.89 2.47 0.05 -0.114
H 2.53 -0.72 -1.59 0.008
H 2.66 -0.58 -0.10 0.021
O 3.14 -0.43 -0.93 -0.064
```

Properties
Orbital gap (eV): 10.206
Structure (SMILES): C=CCO.O.O

***

Stability summary: most stable two, least stable three.